Entry from the OMol25 dataset: a molecular structure, C48H53N5O4PbSiTe (wB97M-V/def2-TZVPD).

Element x y z (Å)
Pb -0.103 0.845 0.562
O -3.387 -2.724 0.171
C -4.530 -1.996 0.198
C -5.725 -2.670 -0.032
C -6.921 -1.978 -0.017
C -6.951 -0.607 0.235
C -5.769 0.059 0.482
C -4.546 -0.618 0.466
C -3.287 0.107 0.725
O -2.191 -0.426 0.341
N -3.376 1.270 1.376
N -2.153 1.799 1.561
C -2.040 2.789 2.367
C -0.689 3.334 2.612
C -0.469 3.906 3.984
C 0.541 5.025 4.378
C 2.436 3.965 4.265
C 2.173 2.774 3.326
N 0.211 3.064 1.746
H -2.650 -2.084 0.205
H -5.689 -3.735 -0.222
H -7.844 -2.511 -0.208
H -7.892 -0.074 0.243
H -5.762 1.118 0.699
H -2.907 3.161 2.905
H -1.439 4.125 4.425
H 0.078 5.944 4.726
H 3.456 4.030 4.631
H 3.048 2.173 3.095
C 0.816 -1.167 5.902
Si -0.129 -0.519 4.442
C -0.337 -1.840 3.138
C -1.818 0.081 4.956
N 0.923 0.706 3.735
C 1.108 1.923 4.003
C 0.322 2.861 4.896
C 1.271 4.005 5.298
C 1.853 5.196 3.527
C 1.792 4.858 2.102
C 1.633 3.379 1.974
O 2.351 2.746 0.934
C 2.534 3.416 -0.267
C 3.832 3.476 -0.745
C 4.077 4.063 -1.978
C 3.031 4.591 -2.722
C 1.733 4.516 -2.233
C 1.473 3.920 -1.005
H 0.237 -1.927 6.434
H 1.044 -0.364 6.607
H 1.759 -1.617 5.585
H -0.447 -2.821 3.608
H 0.534 -1.893 2.477
H -1.231 -1.669 2.532
H -2.478 -0.778 5.106
H -2.278 0.711 4.188
H -1.795 0.642 5.893
H -0.277 2.366 5.653
H 1.491 4.186 6.345
H 2.321 6.153 3.752
H 1.578 5.542 1.293
H 4.634 3.058 -0.150
H 5.090 4.109 -2.355
H 3.225 5.066 -3.674
H 0.911 4.911 -2.815
H 0.458 3.829 -0.641
C -1.332 2.452 -3.614
C -0.899 1.345 -2.680
O -0.700 1.701 -1.461
N -0.745 0.179 -3.262
Te -0.583 -1.463 -2.178
C -0.581 -2.791 -3.809
C 0.526 -2.957 -4.648
C 1.712 -2.026 -4.670
C 0.494 -4.010 -5.555
C -0.591 -4.871 -5.652
C -0.586 -6.024 -6.617
C -1.696 -4.634 -4.843
C -1.718 -3.604 -3.913
C -2.967 -3.409 -3.081
C 1.397 -1.733 -1.452
C 2.437 -0.802 -1.516
C 2.434 0.441 -2.370
C 3.590 -1.060 -0.773
C 3.733 -2.196 0.004
C 4.977 -2.438 0.813
C 2.686 -3.115 0.027
C 1.511 -2.903 -0.674
C 0.411 -3.936 -0.584
H -1.255 3.414 -3.114
H -2.366 2.278 -3.913
H -0.721 2.441 -4.515
H 1.433 -1.023 -4.355
H 2.102 -1.959 -5.684
H 2.518 -2.383 -4.026
H 1.341 -4.146 -6.219
H 0.257 -5.965 -7.304
H -1.506 -6.050 -7.201
H -0.515 -6.970 -6.076
H -2.574 -5.263 -4.946
H -3.836 -3.759 -3.635
H -3.151 -2.363 -2.834
H -2.921 -3.968 -2.144
H 1.503 0.592 -2.903
H 3.231 0.374 -3.113
H 2.638 1.328 -1.766
H 4.402 -0.342 -0.824
H 5.774 -1.751 0.533
H 5.339 -3.458 0.679
H 4.772 -2.302 1.877
H 2.787 -4.020 0.616
H 0.741 -4.788 0.006
H 0.123 -4.308 -1.571
H -0.487 -3.538 -0.099

Summary:
net charge	+1
DFT total energy	-86689.118	eV
gap between HOMO and LUMO (alpha / beta)	7.11 / 7.14	eV
⟨S²⟩	0.75
spin multiplicity	2

Atom charges from the Löwdin analysis, given in e for atoms 1 to 99: atom 1 (Pb): 1.498, atom 2 (O): 0.031, atom 3 (C): -0.257, atom 4 (C): -0.008, atom 5 (C): -0.065, atom 6 (C): -0.079, atom 7 (C): -0.024, atom 8 (C): -0.082, atom 9 (C): -0.408, atom 10 (O): -0.288, atom 11 (N): 0.086, atom 12 (N): -0.082, atom 13 (C): -0.062, atom 14 (C): -0.204, atom 15 (C): -0.081, atom 16 (C): -0.089, atom 17 (C): -0.114, atom 18 (C): -0.062, atom 19 (N): 0.075, atom 20 (H): 0.036, atom 21 (H): 0.121, atom 22 (H): 0.110, atom 23 (H): 0.104, atom 24 (H): 0.110, atom 25 (H): 0.136, atom 26 (H): 0.146, atom 27 (H): 0.142, atom 28 (H): 0.151, atom 29 (H): 0.161, atom 30 (C): -0.167, atom 31 (Si): 0.408, atom 32 (C): -0.172, atom 33 (C): -0.159, atom 34 (N): 0.061, atom 35 (C): -0.282, atom 36 (C): -0.087, atom 37 (C): -0.109, atom 38 (C): -0.174, atom 39 (C): 0.122, atom 40 (C): -0.419, atom 41 (O): -0.060, atom 42 (C): -0.304, atom 43 (C): -0.014, atom 44 (C): -0.068, atom 45 (C): -0.076, atom 46 (C): -0.061, atom 47 (C): -0.038, atom 48 (H): 0.040, atom 49 (H): 0.033, atom 50 (H): 0.036, atom 51 (H): 0.044, atom 52 (H): 0.019, atom 53 (H): 0.014, atom 54 (H): 0.044, atom 55 (H): 0.014, atom 56 (H): 0.030, atom 57 (H): 0.134, atom 58 (H): 0.148, atom 59 (H): 0.152, atom 60 (H): 0.124, atom 61 (H): 0.125, atom 62 (H): 0.109, atom 63 (H): 0.107, atom 64 (H): 0.106, atom 65 (H): 0.100, atom 66 (C): -0.003, atom 67 (C): -0.687, atom 68 (O): -0.266, atom 69 (N): -0.212, atom 70 (Te): 1.860, atom 71 (C): -0.319, atom 72 (C): -0.266, atom 73 (C): -0.040, atom 74 (C): -0.002, atom 75 (C): -0.244, atom 76 (C): -0.037, atom 77 (C): -0.005, atom 78 (C): -0.300, atom 79 (C): -0.074, atom 80 (C): -0.356, atom 81 (C): -0.306, atom 82 (C): -0.038, atom 83 (C): 0.001, atom 84 (C): -0.244, atom 85 (C): -0.035, atom 86 (C): -0.004, atom 87 (C): -0.302, atom 88 (C): -0.063, atom 89 (H): 0.072, atom 90 (H): 0.089, atom 91 (H): 0.088, atom 92 (H): 0.047, atom 93 (H): 0.091, atom 94 (H): 0.094, atom 95 (H): 0.124, atom 96 (H): 0.078, atom 97 (H): 0.086, atom 98 (H): 0.089, atom 99 (H): 0.128